Below is an isolated ion of composition C5H7BrIN2 and charge +1 in a non-equilibrium geometry, with properties calculated with ωB97M-V with the def2-TZVPD basis set.

Geometry as XYZ:
```
16
Properties=species:S:1:pos:R:3:forces:R:3:mulliken_charge:R:1
C 0.022098 1.673080 0.595169 0.07 -0.24 -0.08 -0.52
C -0.579865 0.910273 -0.316565 -0.21 0.03 -0.08 -0.39
C 1.854561 0.016454 0.796077 0.19 0.46 0.32 -0.06
C 1.404840 1.413089 1.059819 0.32 0.46 -0.46 -0.36
C 0.134027 -0.190132 -0.977042 3.44 -0.46 1.72 -0.02
N 1.376876 -0.788998 -0.037620 -2.85 0.28 -2.65 -0.51
N -0.667087 -1.424537 -1.224021 -0.06 -0.18 0.02 -0.24
Br 2.683776 2.586970 0.022555 -0.52 -0.43 0.48 -0.02
I 1.019857 0.383946 -2.895916 -0.38 -0.27 0.63 0.28
H -0.495671 2.506418 1.038263 -0.12 0.16 0.00 0.44
H -1.581183 1.133938 -0.656616 -0.16 0.08 0.01 0.39
H 2.690966 -0.350963 1.377191 0.14 -0.06 0.15 0.39
H 1.560216 1.701230 2.099411 0.02 -0.04 -0.17 0.50
H -1.099835 -1.761036 -0.351642 0.10 0.09 -0.16 0.37
H -0.009189 -2.148512 -1.553722 -0.21 0.15 0.08 0.39
H -1.396305 -1.278275 -1.936514 0.23 -0.04 0.18 0.38
```
Positions in Å, forces in eV/Å.

Values from the calculation:
Net charge: +1
HOMO-LUMO gap in eV: 9.04
Electronic energy in eV: -86413.771
Lowest unoccupied orbital energy in eV: -4.46
HOMO energy in eV: -13.50
SMILES: [NH3+][C@@]1(I)C=C[C@H](Br)C=N1

***

Below is a single C5H7BrN2 molecule in a non-equilibrium geometry, with properties calculated with ωB97M-V with the def2-TZVPD basis set.

Geometry as XYZ:
```
15
Properties=species:S:1:pos:R:3:forces:R:3:mulliken_charge:R:1
C 2.541970 -0.757182 -0.230263 0.30 -1.69 1.41 0.13
C 0.627673 -1.132525 0.938655 1.11 1.17 -2.13 0.03
C 2.016828 0.151288 -0.988023 -3.66 1.66 -0.05 -0.02
C -1.760464 1.361726 0.265657 1.87 0.02 -2.95 -1.10
C -1.367641 -0.042529 0.020698 1.63 -0.44 2.35 -0.57
N 1.964291 -1.354330 0.839617 -0.04 -0.54 0.27 -0.67
N 0.034513 -0.269391 0.195273 2.31 0.61 -0.47 -0.29
Br 1.115946 0.820342 -2.383801 0.60 0.13 -0.83 0.02
H 3.550961 -1.038778 -0.484102 0.51 -0.06 0.15 0.34
H 0.062997 -1.799619 1.506672 -0.73 -1.05 1.51 0.39
H -1.350041 1.589882 1.156369 0.27 1.52 3.45 0.40
H -2.766101 1.442872 0.031415 -2.10 0.68 0.41 0.40
H -1.199980 1.987067 -0.479992 -0.48 -0.43 0.54 0.17
H -1.581716 -0.151248 -0.943912 -0.78 -1.28 -4.36 0.34
H -1.889235 -0.807575 0.555739 -0.82 -0.31 0.69 0.44
```
Positions in Å, forces in eV/Å.

Values from the calculation:
Net charge: 0
HOMO-LUMO gap in eV: 7.51
Electronic energy in eV: -78315.991
Lowest unoccupied orbital energy in eV: -0.61
HOMO energy in eV: -8.12

***

Below is a 2-piece molecular cluster, C5H7Cl overall in a non-equilibrium geometry, with properties calculated with ωB97M-V with the def2-TZVPD basis set.

Geometry as XYZ:
```
13
Properties=species:S:1:pos:R:3:forces:R:3:mulliken_charge:R:1
C 0.349498 0.841447 0.403282 -0.94 -2.01 -0.52 0.48
C 0.121580 1.833189 1.199179 -0.97 2.44 2.36 -0.63
C 0.957265 0.409147 -0.829452 1.24 0.39 -0.51 -0.55
C -0.066323 -0.436419 -0.149203 1.57 0.54 0.69 0.10
C -1.062099 -1.362432 -0.616847 -2.76 -0.67 2.56 -0.97
Cl 0.802632 -2.075260 1.682649 -0.36 1.32 -1.50 -0.43
H -0.674580 1.817458 2.020733 1.34 -0.12 -1.32 0.24
H 0.712002 2.784665 1.085532 -0.68 -1.11 0.20 0.23
H 0.850973 1.083990 -1.670020 -1.16 -0.34 -0.58 0.26
H 1.979474 0.132069 -0.919292 0.90 -0.78 0.66 0.25
H -0.644099 -2.250744 -0.982176 1.25 -1.41 -0.08 0.39
H -1.596732 -1.094545 -1.527050 -0.37 1.02 0.23 0.36
H -1.729589 -1.682563 0.302665 0.94 0.74 -2.19 0.27
```
Positions in Å, forces in eV/Å.

Values from the calculation:
Net charge: 0
HOMO-LUMO gap (alpha / beta) in eV: 7.57 / 7.57
Electronic energy in eV: -17816.334
Lowest unoccupied orbital energy (alpha / beta) in eV: -1.79 / -1.79
HOMO energy (alpha / beta) in eV: -9.36 / -9.36

***

Below is C5H7Cl2I3IrN2 as an isolated structure, with properties calculated with ωB97M-V with the def2-TZVPD basis set.

Geometry as XYZ:
```
20
Properties=species:S:1:pos:R:3:forces:R:3:mulliken_charge:R:1
Ir -0.964285 0.225264 0.218520 0.06 0.29 0.21 0.87
I -1.152011 -0.029714 2.927611 -0.02 -0.15 -0.07 0.28
C -1.149711 2.093578 3.090888 -0.01 0.00 0.04 -0.74
I -1.011228 2.893228 1.127307 -0.02 0.02 -0.11 0.28
H -0.287701 2.399956 3.674004 -0.01 0.02 0.01 0.41
H -2.092345 2.403484 3.531695 0.02 0.01 0.01 0.42
I 4.741353 -2.031288 -1.081044 0.15 -0.11 0.00 0.80
C 3.137415 -0.857027 -1.007707 -0.16 0.32 0.13 -0.28
C 2.987500 0.403066 -1.622798 -0.01 -0.04 -0.13 -0.19
N 1.773633 0.822406 -1.329773 -0.03 -0.03 0.04 0.17
N 1.086717 -0.064165 -0.545123 -0.02 -0.04 0.06 -0.32
C 1.905733 -1.072195 -0.327152 -0.04 -0.13 -0.14 -0.19
H 3.660378 0.984003 -2.238738 0.03 -0.03 0.00 0.47
H 1.333657 1.683641 -1.630291 0.03 0.02 -0.02 0.23
H 1.611987 -1.915585 0.279854 0.00 -0.01 -0.01 0.47
Cl -1.634293 -2.321384 -0.703878 -0.07 -0.08 0.02 -0.09
C -3.254834 -1.703320 -1.071352 0.04 0.04 0.01 -0.22
Cl -3.233188 0.086037 -0.779288 0.10 -0.08 -0.04 -0.07
H -3.979385 -2.138995 -0.391994 -0.01 -0.01 -0.03 0.35
H -3.479392 -1.860989 -2.120742 -0.03 -0.01 0.01 0.35
```
Positions in Å, forces in eV/Å.

Values from the calculation:
Net charge: +3
HOMO-LUMO gap (alpha / beta) in eV: 8.42 / 5.62
Electronic energy in eV: -60430.875
Lowest unoccupied orbital energy (alpha / beta) in eV: -10.20 / -13.99
Multiplicity: 5
HOMO energy (alpha / beta) in eV: -18.62 / -19.61
<S²>: 6.02

***

Below is a 2-piece molecular cluster, C5H7Cl2N overall in a non-equilibrium geometry, with properties calculated with ωB97M-V with the def2-TZVPD basis set.

Geometry as XYZ:
```
15
Properties=species:S:1:pos:R:3:forces:R:3:mulliken_charge:R:1
C -2.357425 -0.286018 -0.978042 1.78 0.87 -1.13 -0.50
C -1.715316 -0.098166 0.157036 3.02 2.34 -0.84 0.06
C 0.116611 1.062068 -0.079367 -3.49 -1.28 1.67 0.01
C 1.289948 -1.060466 0.712537 3.17 -0.03 0.50 -1.01
C 1.131448 0.040158 -0.316393 0.51 -0.42 -0.57 0.41
N 0.028011 2.277147 0.109019 0.31 -0.49 0.59 -0.56
Cl -2.116973 -0.422970 1.774845 -0.14 -0.13 -0.02 -0.14
Cl 2.804729 0.869665 -0.496694 -1.08 -0.58 -0.33 -0.22
H -3.300924 -0.819651 -1.076275 0.17 0.24 -0.24 0.32
H -1.716443 0.185799 -1.843294 -2.04 -1.31 1.26 0.18
H 1.837430 -0.633060 1.621225 -0.48 -0.70 -1.29 0.30
H 0.390089 -1.415986 1.102503 -1.64 -0.65 0.19 0.30
H 1.900831 -1.934409 0.252069 -1.01 1.58 0.92 0.28
H 0.747283 -0.431588 -1.244166 1.02 0.33 -0.03 0.30
H 0.960700 2.667477 0.304997 -0.11 0.23 -0.67 0.28
```
Positions in Å, forces in eV/Å.

Values from the calculation:
Net charge: 0
HOMO-LUMO gap in eV: 9.46
Electronic energy in eV: -31829.702
Lowest unoccupied orbital energy in eV: 0.36
HOMO energy in eV: -9.11

***

Below is a 2-piece molecular cluster, C5H7Cl3N4O4 overall in a non-equilibrium geometry, with properties calculated with ωB97M-V with the def2-TZVPD basis set.

Geometry as XYZ:
```
23
Properties=species:S:1:pos:R:3:forces:R:3:mulliken_charge:R:1
N 1.663088 -1.876923 0.437404 -0.20 -0.75 -0.01 -0.32
C 0.359612 -1.574152 0.324208 -2.55 1.21 -0.60 0.16
N -0.164256 -0.442471 1.086904 1.19 -2.87 -0.99 -0.41
C -1.362101 0.015077 0.362926 -1.11 -1.02 2.09 -0.08
O -1.140761 1.238771 -0.347612 -0.40 -0.49 0.28 -0.19
N -0.124474 1.090129 -1.243867 0.37 -0.09 -0.99 0.22
O -0.098933 1.967076 -2.030342 0.07 -0.21 0.64 -0.42
C -1.834793 -1.258359 -0.395149 -1.02 0.86 -1.04 0.14
C -2.998048 -1.876500 0.506635 -2.95 -2.14 0.85 0.18
O -2.623548 -2.274831 1.639269 1.34 0.91 -0.70 -0.68
O -4.194870 -1.989336 0.092092 2.92 1.17 -0.58 -0.70
N -0.629329 -2.148438 -0.461220 2.45 3.14 0.33 -0.16
H 1.997073 -2.094262 1.378490 0.24 0.66 -0.66 0.26
H 2.281869 -1.898914 -0.369903 -0.38 -0.59 0.46 0.24
H -0.322628 -0.906542 1.996901 -0.65 1.14 0.06 0.43
H -2.120436 0.255939 1.147791 0.53 0.11 -0.95 0.50
H -2.186099 -1.027580 -1.442061 0.31 -0.32 1.12 0.49
H -0.356595 -2.374868 -1.428340 -0.13 -0.69 0.72 0.36
C 2.700092 3.456260 -0.340239 0.00 0.13 0.08 0.10
Cl 4.058366 4.580239 -0.448233 -0.10 -0.08 -0.03 -0.13
Cl 3.267148 1.783417 -0.441112 -0.02 0.01 -0.03 -0.12
Cl 1.794280 3.714822 1.154297 0.01 -0.05 -0.13 -0.12
H 2.035345 3.641448 -1.178839 0.08 -0.06 0.09 0.25
```
Positions in Å, forces in eV/Å.

Values from the calculation:
Net charge: 0
HOMO-LUMO gap in eV: 6.83
Electronic energy in eV: -57011.207
Lowest unoccupied orbital energy in eV: -1.43
HOMO energy in eV: -8.26

***

Below is C5H7ClF6N6O8RhS2 as an isolated structure, with properties calculated with ωB97M-V with the def2-TZVPD basis set.

Geometry as XYZ:
```
36
Properties=species:S:1:pos:R:3:forces:R:3:mulliken_charge:R:1
Rh 0.168701 0.270737 0.269486 0.12 0.30 -0.11 1.07
F 0.943142 3.944939 2.234956 0.00 0.00 0.02 -0.19
C 1.085037 3.112695 1.244680 0.01 0.03 -0.01 0.73
F 2.273819 3.236483 0.679862 0.00 0.01 0.00 -0.22
F 1.039859 1.821401 1.768145 -0.01 -0.07 0.01 -0.28
S -0.240233 3.275257 -0.043185 -0.06 0.03 0.12 1.02
O 0.015721 2.029874 -0.825198 -0.01 -0.07 0.02 -0.59
O 0.020384 4.493681 -0.703580 -0.01 -0.01 -0.03 -0.57
N -1.573299 3.199309 0.726586 0.02 0.04 0.02 -0.43
S -2.412250 1.861565 0.845550 -0.05 -0.06 0.01 1.03
O -1.550095 0.729569 1.290643 0.01 0.00 -0.11 -0.51
O -3.296012 1.593519 -0.230447 0.00 0.04 0.00 -0.61
C -3.375232 2.224196 2.384509 0.00 -0.03 -0.01 0.64
F -4.139024 3.272920 2.160945 -0.01 0.00 0.00 -0.17
F -4.109393 1.161394 2.650391 0.00 0.00 0.00 -0.17
F -2.537052 2.465176 3.376933 0.01 0.00 0.00 -0.19
N 1.836098 -0.121175 -0.817476 0.02 -0.07 0.00 -0.34
N 2.265661 -1.434053 -0.551991 0.01 -0.01 0.02 -0.23
C 1.632378 -2.153737 0.412943 0.06 0.06 0.06 0.74
N 1.970562 -3.415957 0.555478 0.01 -0.03 -0.03 -0.33
N 0.755664 -1.451338 1.147150 0.00 0.04 0.06 -0.19
N -0.007574 -2.094069 2.162064 -0.61 -0.21 -0.60 1.22
O 0.223263 -3.258839 2.407052 0.19 0.07 0.23 -0.77
O -0.859847 -1.412426 2.634770 0.30 0.07 0.30 -0.56
H 1.500245 -0.049237 -1.782597 -0.01 -0.03 0.00 0.42
H 2.597760 0.539666 -0.662642 0.02 -0.02 -0.01 0.33
H 2.896159 -1.868096 -1.208018 -0.03 -0.01 -0.02 0.20
H 2.618278 -3.857521 -0.075821 0.02 0.01 0.02 0.17
H 1.499987 -3.952650 1.273461 -0.02 0.00 -0.01 0.22
Cl -0.693585 -2.141796 -3.763951 0.06 -0.01 -0.02 -0.18
C -1.954713 -2.050415 -2.510853 -0.01 0.00 0.04 -0.49
C -1.349580 -1.688425 -1.169973 -0.13 0.04 0.20 0.57
O -1.489636 -2.351919 -0.175515 0.05 -0.02 -0.10 -0.53
O -0.675851 -0.544198 -1.246116 0.04 -0.09 -0.07 -0.47
H -2.428161 -3.021777 -2.423941 -0.01 0.00 -0.01 0.37
H -2.677880 -1.293151 -2.805898 0.02 -0.01 -0.02 0.29
```
Positions in Å, forces in eV/Å.

Values from the calculation:
Net charge: +1
HOMO-LUMO gap in eV: 8.58
Electronic energy in eV: -84113.672
Lowest unoccupied orbital energy in eV: -4.97
HOMO energy in eV: -13.55

***

Below is a single C5H7ClFN molecule in a non-equilibrium geometry, with properties calculated with ωB97M-V with the def2-TZVPD basis set.

Geometry as XYZ:
```
15
Properties=species:S:1:pos:R:3:forces:R:3:mulliken_charge:R:1
C -0.698109 -0.256024 -0.570510 2.60 0.86 0.14 -0.03
C 0.542612 -0.923449 0.146515 -1.66 0.12 0.97 -0.80
C 1.493628 0.200111 0.536095 -0.79 0.47 -0.18 0.05
C 0.601820 1.407941 0.519028 0.55 1.74 0.45 -0.61
C -0.535907 1.154308 -0.096445 -0.26 -0.16 -0.64 0.32
H -2.133352 -0.944048 0.663988 -0.05 -0.23 -1.16 0.24
H -2.167719 -1.590989 -0.965756 0.11 0.90 1.27 0.24
H -0.511008 -0.181586 -1.624136 -0.01 -0.27 -0.88 0.36
H 1.027934 -1.694238 -0.423711 0.04 -0.47 -0.07 0.35
H 0.035676 -1.312197 1.079807 1.03 -0.01 -0.76 0.20
H 2.029755 0.062884 1.453038 0.10 -0.22 0.51 0.40
H 0.920244 2.427921 0.829133 -0.18 -0.99 -0.25 0.38
N -1.961046 -0.778224 -0.344695 -1.97 -1.70 0.22 -0.60
F -1.461515 2.026703 -0.528795 0.38 -0.05 0.65 -0.28
Cl 2.816992 0.400891 -0.673560 0.11 0.02 -0.27 -0.23
```
Positions in Å, forces in eV/Å.

Values from the calculation:
Net charge: 0
HOMO-LUMO gap in eV: 10.30
Electronic energy in eV: -22027.887
Lowest unoccupied orbital energy in eV: 0.84
HOMO energy in eV: -9.47
SMILES: N[C@@H]1C[C@@H](Cl)C=C1F